DFT (ωB97M-V/def2-TZVPD) results for a structure of composition C2H6N2.

Each line ends with the natural charge from an NBO analysis.
Positions of all 10 atoms, in Å:
1 C 0.11178 -1.33613 0.50712  -0.650
2 N -0.12352 0.28652 -1.45174  -0.979
3 C 0.00522 0.14956 -0.02001  0.227
4 N -0.03029 1.08301 1.02133  -0.622
5 H -0.34141 -1.94413 -0.32444  0.213
6 H 1.17391 -1.56208 0.70116  0.235
7 H -0.49916 -1.50173 1.37316  0.231
8 H 0.76291 0.36214 -1.96326  0.460
9 H -1.01510 0.12780 -0.70366  0.522
10 H 0.29352 2.05068 1.00729  0.362

orbital gap	8.6	eV
E_tot	-189.1064	hartree
strongest force on any atom	0.143	Eh/bohr
LUMO level	-0.0175	Ha
relative energy (zero: lowest compared OMol25 entry of this formula, charge and spin)	140.0	kcal per mole
HOMO	-9.1	eV